C28H43F4FeN4S2Si4Te | the ωB97M-V functional and the def2-TZVPD basis

energy above the lowest of the compared OMol25 structures with the same formula, charge and spin: 0.0 kJ/mol
orbital gap (alpha / beta): 0.22024 / 0.22759 hartree
HOMO level (alpha / beta): -1.92 / -2.12 eV

The geometry in ORCA input format:
```
! RIJCOSX wB97M-V def2-TZVPD def2/J DEFGRID3
* xyz -2 6
Fe -1.393 1.747 -0.349
C 2.115 1.424 -0.565
N 1.157 2.482 -0.794
C 1.531 3.639 0.003
C 1.020 2.791 -2.205
C -0.262 3.552 -2.466
N -1.382 2.649 -2.214
C -2.389 2.694 -3.119
C -3.179 1.569 -3.448
F -2.891 0.381 -2.907
C -4.192 1.624 -4.378
F -4.862 0.484 -4.665
C -4.524 2.781 -5.062
C -3.786 3.900 -4.740
F -4.087 5.083 -5.332
C -2.778 3.874 -3.803
F -2.222 5.057 -3.454
H 3.140 1.746 -0.828
H 1.849 0.548 -1.156
H 2.087 1.147 0.490
H 2.528 4.012 -0.293
H 1.561 3.346 1.054
H 0.802 4.438 -0.096
H 0.968 1.840 -2.740
H 1.889 3.360 -2.589
H -0.241 3.903 -3.502
H -0.306 4.441 -1.830
H -5.314 2.808 -5.795
S -0.550 1.328 1.991
C -0.749 2.844 2.814
C -0.341 2.959 4.152
C -0.471 4.134 4.876
C -0.029 4.183 6.246
N 0.322 4.212 7.342
C -1.029 5.260 4.256
C -1.435 5.166 2.933
C -1.307 3.987 2.189
S -1.831 3.970 0.533
C -1.187 6.502 4.967
N -1.313 7.503 5.523
H 0.090 2.091 4.634
H -1.867 6.034 2.452
C 3.990 -1.151 0.683
Si 2.601 -2.173 1.437
C 3.430 -3.782 1.990
C 1.937 -1.284 2.949
Si 0.825 -2.696 -0.004
Te -0.715 -0.982 -0.933
Si 1.592 -3.878 -1.866
C 2.985 -2.931 -2.706
C 2.259 -5.581 -1.380
C 0.212 -4.129 -3.109
Si -0.705 -3.986 1.221
C -1.950 -4.757 0.041
C -1.621 -2.902 2.442
C 0.111 -5.403 2.182
H 4.910 -1.323 1.253
H 3.766 -0.091 0.734
H 4.179 -1.412 -0.358
H 4.113 -3.589 2.824
H 4.019 -4.209 1.173
H 2.703 -4.529 2.310
H 2.753 -0.871 3.551
H 1.366 -1.971 3.579
H 1.276 -0.463 2.657
H 3.865 -2.873 -2.062
H 2.659 -1.914 -2.937
H 3.278 -3.419 -3.641
H 3.039 -5.499 -0.620
H 2.680 -6.103 -2.245
H 1.456 -6.200 -0.973
H -0.264 -3.173 -3.330
H -0.553 -4.800 -2.714
H 0.604 -4.558 -4.037
H -2.361 -3.987 -0.616
H -2.770 -5.215 0.601
H -1.484 -5.530 -0.575
H -2.010 -2.017 1.934
H -0.965 -2.564 3.246
H -2.457 -3.451 2.889
H 0.808 -5.963 1.554
H -0.642 -6.104 2.558
H 0.661 -5.017 3.043
C -3.429 1.289 -0.244
H -3.626 0.277 -0.597
H -3.986 2.020 -0.834
H -3.686 1.401 0.810
*
```

Want to see where the charge sits? The Löwdin charges in e are: Fe 0.3039; C -0.1694; N -0.2996; C -0.1182; C -0.2170; C -0.2576; N -0.0931; C -0.1878; C -0.1783; F 0.0098; C -0.2228; F 0.0623; C 0.0266; C -0.2333; F 0.0519; C -0.1510; F 0.0607; H 0.0895; H 0.0196; H 0.0521; H 0.0852; H 0.0760; H 0.0428; H 0.1145; H 0.1191; H 0.1144; H 0.0738; H 0.1166; S 0.5930; C -0.6844; C -0.0755; C -0.2179; C -0.1985; N 0.1263; C -0.2189; C -0.0798; C -0.6723; S 0.6624; C -0.1997; N 0.1254; H 0.1064; H 0.1036; C -0.2115; Si 0.3404; C -0.2236; C -0.2266; Si -0.0070; Te 0.5064; Si 0.2977; C -0.2269; C -0.2263; C -0.2358; Si 0.2936; C -0.2343; C -0.2243; C -0.2361; H 0.0267; H -0.0021; H 0.0082; H 0.0242; H 0.0131; H -0.0059; H 0.0287; H 0.0169; H -0.0494; H 0.0065; H 0.0262; H 0.0209; H 0.0056; H 0.0185; H 0.0131; H -0.0032; H 0.0119; H 0.0215; H 0.0118; H 0.0212; H 0.0105; H 0.0041; H 0.0154; H 0.0243; H 0.0081; H 0.0186; H 0.0112; C -0.2691; H -0.0426; H -0.0166; H -0.0248

CH4F2P2 | the ωB97M-V functional and the def2-TZVPD basis

energy above the lowest of the compared OMol25 structures with the same formula, charge and spin: 233.6 kJ/mol
orbital gap: 0.34778 hartree
HOMO level: -10.06 eV

The geometry in ORCA input format:
```
! RIJCOSX wB97M-V def2-TZVPD def2/J DEFGRID3
* xyz 0 1
C -0.454 -0.291 0.298
F -1.508 1.317 0.722
F -1.066 -1.100 1.157
P 0.765 0.825 1.074
P -0.712 -0.822 -1.397
H 0.435 1.783 -0.012
H 1.918 0.232 0.545
H -0.732 0.637 -1.768
H -2.088 -0.883 -1.085
*
```

Want to see where the charge sits? The natural (NBO) charges in e are: C 0.1738; F -0.6123; F -0.3261; P 0.3920; P 0.3265; H 0.0368; H -0.0709; H 0.0547; H 0.0255

C25H25N3O3S2 | the ωB97M-V functional and the def2-TZVPD basis

energy above the lowest of the compared OMol25 structures with the same formula, charge and spin: 0.0 kJ/mol
orbital gap: 0.32278 hartree
HOMO level: -8.32 eV
SMILES: CC1CCN(S(=O)(=O)c2ccc(NC(=O)N3c4ccccc4Sc4ccccc43)cc2)CC1

The geometry in ORCA input format:
```
! RIJCOSX wB97M-V def2-TZVPD def2/J DEFGRID3
* xyz 0 1
C 7.278 2.699 2.346
H 8.293 2.994 2.092
H 7.213 2.578 3.424
H 6.603 3.499 2.049
C 6.907 1.399 1.638
C 5.486 0.959 1.998
C 5.116 -0.317 1.249
N 5.237 -0.092 -0.175
S 4.552 -1.337 -1.078
O 4.876 -1.091 -2.453
O 4.882 -2.621 -0.522
C 2.820 -1.001 -0.811
C 2.021 -1.891 -0.119
C 0.683 -1.607 0.085
C 0.146 -0.420 -0.414
C 0.967 0.470 -1.114
C 2.301 0.178 -1.312
H 2.952 0.844 -1.855
H 0.549 1.389 -1.502
N -1.185 -0.057 -0.243
C -2.186 -0.764 0.384
O -2.061 -1.879 0.831
N -3.393 -0.081 0.418
C -3.547 1.284 0.095
C -2.732 2.252 0.679
C -2.881 3.586 0.345
C -3.861 3.974 -0.556
C -4.708 3.029 -1.103
C -4.557 1.688 -0.776
S -5.656 0.487 -1.468
C -5.705 -0.622 -0.082
C -6.875 -1.314 0.183
C -6.930 -2.181 1.258
C -5.827 -2.332 2.081
C -4.662 -1.629 1.827
C -4.585 -0.786 0.727
H -3.799 -1.752 2.460
H -5.869 -2.999 2.927
H -7.837 -2.732 1.455
H -7.727 -1.175 -0.465
H -5.489 3.314 -1.790
H -3.975 5.013 -0.819
H -2.233 4.323 0.795
H -1.979 1.946 1.391
H -1.446 0.816 -0.681
H 0.049 -2.296 0.616
H 2.461 -2.805 0.248
C 6.590 0.249 -0.566
C 7.002 1.548 0.118
H 6.337 2.349 -0.208
H 8.021 1.804 -0.175
H 6.588 0.350 -1.652
H 7.288 -0.557 -0.291
H 4.079 -0.599 1.448
H 5.764 -1.148 1.564
H 4.784 1.747 1.720
H 5.403 0.785 3.072
H 7.604 0.614 1.954
*
```

Want to see where the charge sits? The natural (NBO) charges in e are: C -0.5968; H 0.2089; H 0.2082; H 0.2016; C -0.2153; C -0.4027; C -0.2307; N -0.6730; S 2.3214; O -0.9399; O -0.9449; C -0.3652; C -0.1801; C -0.2067; C 0.1755; C -0.2459; C -0.1597; H 0.2395; H 0.2114; N -0.6200; C 0.8082; O -0.6211; N -0.5139; C 0.1963; C -0.2526; C -0.2092; C -0.2049; C -0.1958; C -0.2114; S 0.3205; C -0.2081; C -0.2150; C -0.2050; C -0.1965; C -0.2135; C 0.2121; H 0.2404; H 0.2170; H 0.2179; H 0.2231; H 0.2257; H 0.2213; H 0.2215; H 0.2296; H 0.4119; H 0.2541; H 0.2457; C -0.2320; C -0.4005; H 0.2026; H 0.2141; H 0.2369; H 0.1785; H 0.2162; H 0.1900; H 0.2020; H 0.2133; H 0.1949

C9H23FNO7P | the ωB97M-V functional and the def2-TZVPD basis

energy above the lowest of the compared OMol25 structures with the same formula, charge and spin: 0.0 kJ/mol
orbital gap: 0.30840 hartree
HOMO level: -9.50 eV
SMILES: N=P(O)(O)OC(=O)OF.CCOCC.CCOCC

The geometry in ORCA input format:
```
! RIJCOSX wB97M-V def2-TZVPD def2/J DEFGRID3
* xyz 0 1
N 2.669 -1.324 2.568
P 1.535 -1.431 1.551
O 1.737 -2.604 0.506
O 1.354 -0.115 0.707
O 0.118 -1.672 2.321
C -0.916 -2.235 1.666
O -0.960 -3.310 1.157
O -2.010 -1.373 1.754
F -2.453 -1.254 0.393
H 3.337 -2.047 2.381
H 2.292 -2.253 -0.192
H 0.449 0.208 0.702
C 6.607 3.044 0.037
C 5.548 1.959 -0.068
O 5.627 0.972 0.939
C 5.484 1.432 2.272
C 4.161 2.118 2.554
H 7.604 2.605 0.018
H 6.515 3.739 -0.797
H 6.514 3.618 0.959
H 5.676 1.421 -1.007
H 4.545 2.403 -0.093
H 6.324 2.083 2.541
H 5.567 0.542 2.893
H 4.034 3.023 1.957
H 4.098 2.402 3.605
H 3.340 1.440 2.330
C -4.520 -1.974 -1.656
C -5.188 -0.692 -1.181
O -5.411 0.256 -2.207
C -6.240 -0.163 -3.274
C -7.645 -0.557 -2.853
H -3.569 -1.755 -2.143
H -4.338 -2.642 -0.816
H -5.145 -2.508 -2.373
H -4.546 -0.188 -0.464
H -6.123 -0.920 -0.658
H -5.763 -0.976 -3.833
H -6.289 0.691 -3.948
H -7.648 -1.417 -2.183
H -8.238 -0.817 -3.730
H -8.133 0.270 -2.336
*
```

Want to see where the charge sits? The natural (NBO) charges in e are: N -1.3339; P 2.4086; O -0.9651; O -0.9717; O -0.7641; C 0.9383; O -0.4734; O -0.1411; F -0.1136; H 0.3886; H 0.5155; H 0.5134; C -0.6443; C -0.0617; O -0.5366; C -0.0631; C -0.6486; H 0.2112; H 0.2132; H 0.2043; H 0.1820; H 0.1572; H 0.1539; H 0.1933; H 0.1944; H 0.2149; H 0.2290; C -0.6468; C -0.0647; O -0.5353; C -0.0635; C -0.6446; H 0.2088; H 0.2209; H 0.2035; H 0.1876; H 0.1582; H 0.1576; H 0.1869; H 0.2031; H 0.2155; H 0.2122

C7H12 | the ωB97M-V functional and the def2-TZVPD basis

energy above the lowest of the compared OMol25 structures with the same formula, charge and spin: 340.9 kJ/mol
orbital gap: 0.28601 hartree
HOMO level: -8.03 eV

The geometry in ORCA input format:
```
! RIJCOSX wB97M-V def2-TZVPD def2/J DEFGRID3
* xyz 0 1
C 0.627 2.444 1.370
C 0.971 0.738 -1.123
C 1.080 -0.555 -0.367
C -0.167 -1.417 -0.665
C -0.842 -2.080 0.537
C -1.040 -0.414 -1.353
C -0.429 0.783 -1.509
H -0.283 1.850 1.501
H 1.353 2.183 2.146
H 0.382 3.506 1.433
H 1.068 2.235 0.389
H 2.033 -1.062 -0.554
H 1.107 -0.268 0.698
H 0.117 -2.195 -1.387
H -1.155 -1.325 1.268
H -0.151 -2.767 1.036
H -1.728 -2.650 0.236
H -2.046 -0.660 -1.694
H -0.896 1.654 -1.963
*
```

Want to see where the charge sits? The natural (NBO) charges in e are: C -0.8578; C 0.0845; C -0.5713; C -0.2980; C -0.5990; C -0.0203; C -0.3907; H 0.2029; H 0.2107; H 0.2148; H 0.2365; H 0.2374; H 0.2607; H 0.2268; H 0.2081; H 0.2174; H 0.2111; H 0.2080; H 0.2180

C20H30N6O | the ωB97M-V functional and the def2-TZVPD basis

energy above the lowest of the compared OMol25 structures with the same formula, charge and spin: 4.2 kJ/mol
orbital gap: 0.33151 hartree
HOMO level: -8.48 eV
SMILES: CC(C)C[C@H](c1nnnn1CCc1ccccc1)N1CCC(C(N)=O)CC1

The geometry in ORCA input format:
```
! RIJCOSX wB97M-V def2-TZVPD def2/J DEFGRID3
* xyz 0 1
C -2.956 -2.726 0.049
H -3.072 -2.743 -1.033
H -3.305 -3.677 0.443
C -1.492 -2.500 0.424
C -0.639 -3.663 -0.072
H -0.743 -3.772 -1.149
H 0.408 -3.493 0.154
H -0.956 -4.591 0.398
C -1.014 -1.161 -0.153
H -1.793 -0.417 0.027
H -0.882 -1.287 -1.229
C 0.296 -0.660 0.479
C 0.434 0.831 0.469
N 1.094 1.467 1.418
N 1.128 2.747 1.081
N 0.524 2.942 -0.013
N 0.062 1.762 -0.448
C -0.679 1.735 -1.680
H -0.035 2.150 -2.462
H -0.934 0.706 -1.926
C -1.948 2.593 -1.555
C -2.890 2.015 -0.535
C -3.875 1.112 -0.915
C -4.713 0.545 0.029
C -4.564 0.863 1.369
C -3.584 1.761 1.757
C -2.756 2.338 0.810
H -2.006 3.052 1.118
H -3.465 2.017 2.799
H -5.212 0.416 2.107
H -5.483 -0.146 -0.282
H -3.990 0.856 -1.959
H -1.652 3.602 -1.265
H -2.428 2.633 -2.534
N 1.450 -1.344 -0.086
C 2.491 -1.752 0.837
C 3.470 -0.629 1.186
H 2.922 0.166 1.695
H 4.237 -1.005 1.863
C 4.124 -0.111 -0.098
C 5.063 1.064 0.168
O 6.223 1.061 -0.181
N 4.504 2.119 0.798
H 3.553 2.136 1.126
H 5.084 2.915 1.000
C 3.060 0.290 -1.127
C 2.023 -0.830 -1.313
H 2.516 -1.677 -1.805
H 1.219 -0.489 -1.969
H 2.580 1.215 -0.811
H 3.539 0.490 -2.088
H 4.737 -0.911 -0.527
H 3.037 -2.572 0.357
H 2.024 -2.141 1.745
H 0.270 -0.921 1.544
H -1.424 -2.450 1.517
H -3.584 -1.934 0.450
*
```

Want to see where the charge sits? The natural (NBO) charges in e are: C -0.6012; H 0.1980; H 0.2095; C -0.2079; C -0.6073; H 0.1980; H 0.2248; H 0.2045; C -0.4037; H 0.2200; H 0.1988; C -0.1060; C 0.4203; N -0.3518; N -0.0766; N -0.0793; N -0.2236; C -0.2126; H 0.2259; H 0.2261; C -0.4471; C 0.0607; C -0.2496; C -0.2062; C -0.2231; C -0.1896; C -0.2543; H 0.2216; H 0.2178; H 0.2171; H 0.2177; H 0.2103; H 0.2366; H 0.2223; N -0.4544; C -0.2102; C -0.4262; H 0.2276; H 0.2161; C -0.3185; C 0.6824; O -0.6210; N -0.8306; H 0.4056; H 0.4042; C -0.4068; C -0.2204; H 0.2012; H 0.1925; H 0.1923; H 0.2215; H 0.2221; H 0.1920; H 0.2023; H 0.2363; H 0.1907; H 0.2110

Question: Which value of energy above the lowest of the compared OMol25 structures with the same formula, charge and spin does entry 2 give?
Answer: 233.6 kJ/mol

Question: energy above the lowest of the compared OMol25 structures with the same formula, charge and spin of number 6 (C20H30N6O)?
Answer: 4.2 kJ/mol

Question: Among the records above, which one has the highest energy above the lowest of the compared OMol25 structures with the same formula, charge and spin?
Answer: C7H12